Record 1
75
Properties=species:S:1:pos:R:3:lowdin_spin:R:1 method="wB97M-V/def2-TZVPD" spin_multiplicity=5 total_charge=0 lumo_ev="0.57 / -0.09" e_homo_ev="-5.3414 / -7.1501"
Os -0.051 -0.595 -0.383 2.00
P 2.217 -0.984 -0.942 0.06
P -2.471 -0.570 -0.399 0.04
Si 0.605 2.514 1.103 0.03
O -0.540 -2.531 -0.332 0.15
N -0.150 0.450 -1.828 0.67
N 0.157 0.725 1.147 0.35
C 0.713 -0.820 4.509 0.00
C 0.148 0.890 -5.457 -0.01
C 0.859 -0.550 3.147 0.03
C 0.119 0.269 -4.219 0.11
C 1.406 3.070 -0.495 0.00
C 3.075 0.185 -2.063 0.01
C -0.913 3.567 1.382 0.01
C -0.068 0.295 2.486 0.04
C -1.022 -3.121 1.970 0.01
C -0.170 2.253 -5.577 0.11
C 2.509 -2.540 -1.863 0.01
C -1.128 0.870 3.239 0.03
C -0.639 2.379 -3.209 0.11
C -3.382 -0.801 1.168 0.01
C -3.278 -1.800 -1.483 0.01
C 0.599 -4.444 0.538 0.01
C -3.171 1.008 -1.024 0.00
C -0.334 -0.245 5.237 0.03
C -0.230 1.011 -3.046 0.09
C 1.871 2.774 2.461 0.01
C 0.017 -3.066 0.853 0.05
C 3.366 -1.041 0.484 0.01
C -1.246 0.602 4.597 0.00
C -0.560 2.989 -4.449 0.00
H -3.150 -1.778 1.605 0.00
H -2.051 1.066 5.161 0.00
H 4.400 -1.123 0.118 0.00
H -2.935 1.127 -2.091 0.00
H -0.123 2.731 -6.556 0.01
H 2.190 3.827 2.466 0.00
H 0.819 -4.965 1.472 0.00
H 0.420 0.304 -6.332 0.00
H 1.518 -4.385 -0.054 0.00
H -4.342 -1.547 -1.616 0.00
H 0.338 -0.797 -4.078 0.01
H 1.716 -0.936 2.587 0.00
H -0.823 4.047 -4.527 0.00
H -4.264 0.996 -0.897 0.00
H 0.714 3.654 -1.117 0.00
H -1.976 -3.475 1.566 0.00
H 3.271 -0.122 1.080 0.00
H -3.194 -2.802 -1.042 0.00
H 3.584 -2.768 -1.844 0.00
H 2.261 3.725 -0.259 0.00
H -0.686 -3.838 2.736 0.00
H -4.464 -0.748 0.976 0.00
H 2.192 -2.388 -2.903 0.00
H -2.791 -1.803 -2.463 0.00
H -0.996 2.900 -2.315 0.01
H 3.183 1.176 -1.606 0.00
H 2.518 0.272 -3.008 0.00
H -0.445 -0.444 6.301 0.00
H 2.768 2.160 2.300 0.00
H 1.941 -3.379 -1.450 0.00
H -2.755 1.858 -0.465 0.00
H 1.432 -1.473 5.003 0.00
H -0.682 4.588 1.041 0.00
H 1.476 2.542 3.459 0.00
H -1.819 1.550 2.736 0.00
H 0.814 -2.270 1.112 0.02
H 1.776 2.236 -1.101 0.00
H 3.141 -1.906 1.121 0.00
H -1.148 -2.146 2.463 0.00
H 4.084 -0.205 -2.280 0.00
H -0.144 -5.039 -0.010 0.00
H -1.182 3.635 2.445 0.00
H -1.789 3.219 0.821 0.00
H -3.106 -0.022 1.890 0.00

***

Record 2
14
Properties=species:S:1:pos:R:3:lowdin_charge:R:1 method="wB97M-V/def2-TZVPD" smiles="[H]/N=C(/N)SNC(N)=O" de_lowest_ev=0.043 total_charge=0 lumo_ev=0.57 e_homo_ev=-9.6093
S -0.950 -0.134 -0.909 0.97
O 2.313 1.767 -0.123 0.05
N 0.121 -1.411 1.219 0.09
N 0.597 0.526 -0.950 -0.29
N 0.320 1.802 1.010 0.13
N -1.673 -2.478 0.211 0.06
C 1.149 1.421 -0.029 -0.66
C -0.857 -1.510 0.271 -0.79
H 1.273 0.153 -1.561 0.08
H 0.666 2.611 1.512 0.11
H -0.667 1.821 0.839 0.06
H -2.241 -2.478 -0.634 0.03
H 0.017 -2.137 1.903 0.10
H 0.340 -0.499 1.583 0.06

***

Record 3
13
Properties=species:S:1:pos:R:3:lowdin_charge:R:1 method="wB97M-V/def2-TZVPD" de_lowest_ev=3.867 total_charge=0 lumo_ev="0.32 / 0.32" e_homo_ev="-8.0388 / -8.0393"
O 0.422 2.449 -1.660 0.04
N -0.495 -0.599 -1.566 0.14
C 0.680 1.514 -0.951 -0.31
C 0.247 0.190 -0.727 -0.35
C 0.481 0.023 0.668 -0.14
C -0.500 -0.701 1.547 -0.09
H -1.528 -0.502 1.245 0.08
H -0.374 -0.394 2.586 0.07
H -0.269 -1.580 -1.628 0.10
H 1.503 -0.003 1.039 0.11
H -0.336 -1.784 1.510 0.08
H -0.808 -0.172 -2.425 0.10
H 0.977 1.559 0.362 0.16

***

Record 4
176
Properties=species:S:1:pos:R:3:lowdin_charge:R:1 method="wB97M-V/def2-TZVPD" total_charge=0 lumo_ev=-0.05 e_homo_ev=-7.2647
I -2.832 -2.448 -1.175 0.96
I -4.803 -1.163 -4.306 0.64
I -5.718 -0.177 3.262 0.83
S -2.433 -1.093 2.057 0.78
O 9.159 -0.997 1.039 -0.26
O -1.015 -1.700 1.715 -0.37
O -3.658 -2.265 2.201 -0.35
O -2.244 -0.451 3.485 -0.40
N 9.489 -5.393 2.175 0.10
N 13.355 1.768 4.918 0.14
N 18.097 1.428 4.785 0.11
N 6.827 -3.535 -1.466 0.15
N 11.555 2.820 0.421 0.03
N -2.115 -2.186 -9.004 0.13
N 4.644 -4.079 3.435 0.13
N -7.201 1.423 -0.721 0.14
N -1.624 3.832 -1.118 0.16
N 11.023 4.267 -0.520 0.04
N 13.398 -1.997 3.916 0.15
N -12.017 -0.247 -0.595 0.14
N -13.035 3.268 -4.636 0.13
N -11.018 0.614 4.353 0.11
N -20.978 -1.185 -3.169 0.11
N -22.812 -3.687 0.335 0.12
N -16.114 -3.797 -1.212 0.12
N 1.199 -0.729 -5.066 0.12
N 3.913 0.338 5.820 0.14
C 11.180 -2.896 5.019 -0.06
C -14.846 1.539 -5.461 -0.07
C 14.702 3.934 4.255 -0.06
C 3.723 1.765 -0.018 -0.22
C 4.780 0.318 6.596 -0.24
C -3.029 0.145 0.764 -0.33
C 9.139 -0.422 -0.324 -0.21
C -13.834 2.505 -5.000 -0.26
C 12.130 2.084 1.116 -0.17
C -20.403 -1.920 -2.474 -0.28
C -8.001 0.660 -1.085 -0.24
C -14.996 -3.530 -1.034 -0.26
C 1.724 2.318 1.647 -0.24
C 0.399 -1.492 -5.430 -0.28
C -4.371 0.414 -1.497 -0.28
C 4.695 -1.455 3.686 -0.08
C -3.858 -0.679 -0.433 -0.72
C 8.820 -3.945 -3.142 -0.07
C -4.987 -1.754 1.869 -0.68
C -13.581 -3.191 -0.808 -0.09
C -23.388 -3.546 -0.666 -0.27
C -2.214 0.489 -3.248 -0.20
C -0.876 1.711 1.448 -0.18
C 7.332 1.577 -0.910 -0.19
C -19.676 -2.851 -1.595 -0.09
C 16.286 -0.301 3.960 -0.10
C -5.227 -1.248 0.343 -0.27
C 6.988 -4.632 1.840 -0.10
C -1.699 0.929 0.220 -0.19
C 7.707 -3.716 -2.206 -0.26
C 10.243 6.607 -1.448 -0.08
C 8.385 -5.057 2.027 -0.27
C -10.152 0.594 5.129 -0.27
C 17.298 0.665 4.421 -0.28
C -2.183 4.966 -3.431 -0.06
C -1.871 4.332 -2.139 -0.22
C 10.679 5.300 -0.930 -0.18
C 0.634 1.066 1.705 -0.19
C -1.520 -1.230 -9.296 -0.26
C 4.951 2.793 -0.400 -0.22
C 13.950 2.724 4.625 -0.26
C -0.612 -2.458 -5.891 -0.07
C -9.055 0.569 6.111 -0.08
C -0.768 -0.019 -9.667 -0.07
C 6.327 2.181 0.252 -0.22
C 5.877 0.293 7.578 -0.07
C 4.667 -2.921 3.546 -0.22
C 12.857 1.153 1.995 -0.10
C -12.361 0.786 -1.005 -0.22
C 10.390 -1.821 1.230 -0.11
C -3.836 0.391 -3.021 -0.73
C -9.012 -0.306 -1.546 -0.07
C 7.573 -0.053 -0.701 -0.16
C -24.117 -3.368 -1.933 -0.08
C 3.290 1.836 1.595 -0.19
C -12.797 2.094 -1.523 -0.07
C 12.419 -2.394 4.403 -0.25
H -24.041 -2.339 -2.302 0.08
H 15.544 -0.512 4.738 0.05
H -2.073 0.925 -4.352 0.09
H 10.123 -2.968 1.416 0.08
H -13.030 -4.030 -0.369 0.08
H 11.051 -1.436 2.130 0.07
H 11.311 -3.904 5.427 0.09
H -5.611 -2.183 -0.290 0.11
H -1.649 -0.540 -3.253 0.03
H -20.146 -2.927 -0.610 0.07
H -3.774 0.951 1.172 0.13
H -9.207 -0.208 6.867 0.08
H -2.066 1.817 -0.488 0.06
H -12.704 2.880 -0.766 0.09
H -0.670 2.828 1.082 0.08
H 10.336 7.394 -0.691 0.08
H 8.832 -3.202 -3.946 0.08
H 2.834 2.018 -0.741 0.10
H 5.047 2.874 -1.579 0.11
H -1.157 -2.087 -6.766 0.03
H 11.103 -1.794 0.279 0.10
H -1.656 1.239 -2.546 0.06
H -1.414 5.689 -3.724 0.08
H 12.387 1.077 2.981 0.04
H -13.472 -2.341 -0.127 0.05
H 9.827 0.523 -0.412 0.11
H -9.754 -0.516 -0.768 0.04
H 3.421 0.809 2.142 0.09
H 3.920 2.705 2.118 0.12
H 15.309 3.775 3.358 0.08
H -14.393 0.583 -5.744 0.08
H 15.741 0.070 3.086 0.06
H -18.641 -2.531 -1.436 0.05
H -5.564 0.373 -1.556 0.07
H 5.967 1.247 8.108 0.08
H -1.513 1.818 2.428 0.11
H 6.888 -0.472 0.181 0.11
H -9.557 0.066 -2.421 0.08
H -23.728 -4.023 -2.720 0.08
H 6.466 -4.528 2.797 0.01
H 6.924 -3.666 1.330 0.06
H 4.716 -0.956 2.711 0.06
H -5.745 -2.660 2.048 0.13
H -2.257 4.228 -4.236 0.08
H -13.075 -2.925 -1.742 0.07
H 9.196 6.587 -1.767 0.08
H -1.354 -2.669 -5.113 0.07
H -12.202 2.405 -2.388 0.05
H 16.739 -1.257 3.678 0.08
H -4.144 1.498 -1.052 0.14
H 8.756 -4.931 -3.614 0.08
H -0.087 0.294 -8.868 0.08
H 6.840 1.699 -1.976 0.10
H 4.766 3.874 0.068 0.11
H 9.485 -1.255 -1.104 0.11
H -13.845 2.074 -1.842 0.08
H 10.359 -2.944 4.296 0.07
H 0.764 0.577 2.761 0.12
H 5.725 -0.484 8.334 0.08
H 7.288 -0.606 -1.693 0.09
H 6.842 0.095 7.101 0.08
H -4.255 1.397 -3.517 0.09
H 5.578 -1.119 4.240 0.07
H 6.107 1.364 1.063 0.10
H 10.848 -2.255 5.842 0.08
H -0.961 0.258 -0.403 0.12
H 15.382 4.248 5.054 0.09
H 0.922 0.300 0.842 0.12
H 1.460 3.022 2.564 0.12
H 3.987 0.620 -0.216 0.12
H 6.423 -5.353 1.240 0.09
H -8.089 0.371 5.634 0.04
H -3.137 5.504 -3.397 0.08
H 8.367 2.152 -0.853 0.10
H -25.183 -3.593 -1.822 0.08
H 14.035 4.778 4.049 0.08
H -15.587 1.328 -4.683 0.08
H 1.471 2.954 0.680 0.10
H -1.435 0.824 -9.873 0.08
H 9.791 -3.891 -2.637 0.08
H 3.815 -1.083 4.221 0.04
H -0.160 -3.414 -6.174 0.09
H -19.641 -3.861 -2.017 0.08
H 13.893 1.473 2.155 0.05
H -6.081 -0.415 0.399 0.07
H -8.964 1.523 6.641 0.08
H 6.897 3.078 0.758 0.11
H -0.161 -0.179 -10.564 0.08
H 10.838 6.919 -2.313 0.08
H -8.560 -1.262 -1.829 0.08
H 12.893 0.143 1.574 0.06
H -15.390 1.910 -6.335 0.08

***

Record 5
54
Properties=species:S:1:pos:R:3:lowdin_spin:R:1 method="wB97M-V/def2-TZVPD" spin_multiplicity=2 de_lowest_ev=1.598 total_charge=0 lumo_ev="0.48 / 0.48" e_homo_ev="-7.6434 / -8.4652"
Ti -1.874 -0.863 0.354 0.90
F -2.686 -3.020 -1.484 0.01
F -0.857 -2.120 -2.327 0.00
F -0.715 -3.682 -0.839 0.00
O 1.265 -1.053 -0.101 0.00
O 1.059 1.422 -0.988 0.00
C 2.867 -1.227 1.702 0.00
C -3.407 -1.964 1.709 0.00
C -1.699 0.695 -1.204 0.01
C 1.310 3.469 0.292 0.00
C -2.755 -0.978 2.520 0.00
C 1.345 2.866 -1.096 0.00
C 2.744 2.663 -1.766 0.00
C -3.089 1.082 0.619 0.00
C -1.173 -2.577 1.954 0.00
C -3.795 0.255 -0.311 0.00
C 1.684 -0.436 1.147 0.00
C 3.183 -2.308 0.647 0.00
C -1.775 1.325 0.108 0.03
C -2.957 0.050 -1.447 0.00
C 2.240 -2.025 -0.521 0.00
C -1.415 -2.544 -1.149 -0.01
C -2.422 -2.957 1.379 0.00
C -1.371 -1.313 2.631 0.02
C 2.279 1.212 -1.770 0.00
C 0.341 3.510 -2.043 0.00
H -3.496 1.545 1.529 0.00
H -0.614 -0.804 3.234 0.00
H -4.453 -2.007 1.424 0.00
H 2.958 -3.304 1.048 0.00
H 0.503 3.115 -3.058 0.00
H -4.822 -0.103 -0.203 0.00
H 1.654 4.517 0.322 0.00
H 0.275 3.446 0.646 0.00
H -0.274 -3.204 2.012 0.00
H -0.856 0.775 -1.888 0.00
H 3.615 2.857 -1.121 0.00
H 0.872 -0.376 1.897 0.00
H 1.671 -2.928 -0.792 0.00
H 0.476 4.598 -2.123 0.00
H -3.250 -0.431 -2.368 0.00
H 2.028 0.808 -2.752 0.00
H 1.952 0.595 0.910 0.00
H 3.751 -0.601 1.862 0.00
H -3.259 -0.178 3.070 0.00
H -0.681 3.284 -1.712 0.00
H 2.874 3.125 -2.752 0.00
H -0.977 1.868 0.610 0.01
H 4.231 -2.345 0.324 0.00
H 2.582 -1.649 2.683 0.00
H 2.701 -1.571 -1.409 0.00
H -2.636 -3.886 0.859 0.00
H 2.934 0.521 -1.249 0.00
H 1.913 2.855 0.980 0.00

***

Repeat the fifth record exactly.
54
Properties=species:S:1:pos:R:3:lowdin_spin:R:1 method="wB97M-V/def2-TZVPD" spin_multiplicity=2 de_lowest_ev=1.598 total_charge=0 lumo_ev="0.48 / 0.48" e_homo_ev="-7.6434 / -8.4652"
Ti -1.874 -0.863 0.354 0.90
F -2.686 -3.020 -1.484 0.01
F -0.857 -2.120 -2.327 0.00
F -0.715 -3.682 -0.839 0.00
O 1.265 -1.053 -0.101 0.00
O 1.059 1.422 -0.988 0.00
C 2.867 -1.227 1.702 0.00
C -3.407 -1.964 1.709 0.00
C -1.699 0.695 -1.204 0.01
C 1.310 3.469 0.292 0.00
C -2.755 -0.978 2.520 0.00
C 1.345 2.866 -1.096 0.00
C 2.744 2.663 -1.766 0.00
C -3.089 1.082 0.619 0.00
C -1.173 -2.577 1.954 0.00
C -3.795 0.255 -0.311 0.00
C 1.684 -0.436 1.147 0.00
C 3.183 -2.308 0.647 0.00
C -1.775 1.325 0.108 0.03
C -2.957 0.050 -1.447 0.00
C 2.240 -2.025 -0.521 0.00
C -1.415 -2.544 -1.149 -0.01
C -2.422 -2.957 1.379 0.00
C -1.371 -1.313 2.631 0.02
C 2.279 1.212 -1.770 0.00
C 0.341 3.510 -2.043 0.00
H -3.496 1.545 1.529 0.00
H -0.614 -0.804 3.234 0.00
H -4.453 -2.007 1.424 0.00
H 2.958 -3.304 1.048 0.00
H 0.503 3.115 -3.058 0.00
H -4.822 -0.103 -0.203 0.00
H 1.654 4.517 0.322 0.00
H 0.275 3.446 0.646 0.00
H -0.274 -3.204 2.012 0.00
H -0.856 0.775 -1.888 0.00
H 3.615 2.857 -1.121 0.00
H 0.872 -0.376 1.897 0.00
H 1.671 -2.928 -0.792 0.00
H 0.476 4.598 -2.123 0.00
H -3.250 -0.431 -2.368 0.00
H 2.028 0.808 -2.752 0.00
H 1.952 0.595 0.910 0.00
H 3.751 -0.601 1.862 0.00
H -3.259 -0.178 3.070 0.00
H -0.681 3.284 -1.712 0.00
H 2.874 3.125 -2.752 0.00
H -0.977 1.868 0.610 0.01
H 4.231 -2.345 0.324 0.00
H 2.582 -1.649 2.683 0.00
H 2.701 -1.571 -1.409 0.00
H -2.636 -3.886 0.859 0.00
H 2.934 0.521 -1.249 0.00
H 1.913 2.855 0.980 0.00